# 1
The following is a quantum chemistry calculation of C52H60BrInN8OPSSb as an isolated structure, from OMol25.

Geometry as XYZ:
```
126
Properties=species:S:1:pos:R:3:forces:R:3
C 3.3374 0.3007 -4.8044 -0.3 -0.1 0.3
H -0.7737 -2.9605 1.0166 0.0 -0.1 0.0
C -6.3833 0.5743 3.7492 0.0 -0.1 0.0
C 4.2540 1.9156 2.6521 -0.5 0.3 0.0
C -2.0166 -4.7083 -2.1197 -0.1 -0.1 0.0
C 1.4535 -1.3777 4.2544 0.2 -0.1 -0.1
C 4.1771 5.0644 -2.4838 0.0 0.0 0.1
H 2.3522 -1.9304 3.9960 0.0 0.0 0.0
C -6.5994 1.7961 3.1276 -0.1 0.1 0.0
N 3.1344 -0.6631 -3.7980 0.3 0.5 -0.2
C -5.3008 -3.2721 -0.0319 0.0 0.0 0.0
C -2.3204 -0.1089 4.8598 0.2 0.1 -0.3
H -1.1733 -2.1333 7.2502 0.0 0.0 0.0
C -1.5944 -2.3770 3.9163 0.0 0.0 0.0
H 3.5233 4.7738 -1.6529 0.1 0.1 0.0
H 1.7108 -1.6468 6.3109 0.1 0.0 0.0
C 1.8134 -4.5126 -1.0125 0.1 0.0 -0.1
H -1.1057 -3.7652 5.4288 0.1 0.0 -0.1
H -1.5786 2.3302 -6.2310 0.0 0.0 0.0
H -0.0147 -0.0472 6.8935 0.0 0.0 0.0
C 1.8280 -3.3192 -0.3078 0.1 -0.3 0.1
H -7.1083 0.1893 4.4537 0.0 0.0 0.0
H 0.3271 3.8180 -5.7289 0.1 0.0 0.1
H -5.8410 3.2579 1.7620 0.0 0.0 0.0
P -2.9004 -0.7323 1.9804 -0.4 0.0 0.1
H 5.8081 0.5711 3.0371 0.0 -0.1 0.1
N 2.8112 1.2409 0.7394 0.1 -0.2 0.0
H 3.6455 2.5746 -7.9493 0.0 0.0 0.0
C -0.8242 0.3350 4.9202 0.0 0.1 0.1
C 3.3112 2.4861 -5.8430 0.0 0.0 -0.1
H 1.5389 6.0813 -2.7888 0.0 0.0 -0.1
C -5.2534 -0.1636 3.4478 0.0 0.1 0.0
C 4.9567 0.0555 1.1899 -0.2 -0.2 -0.4
C -0.5928 -0.1017 3.4688 0.0 -0.3 -0.2
H 3.5330 -0.3577 -0.3807 0.1 0.0 0.1
C -4.4825 -2.2318 0.3733 0.1 -0.1 0.1
H -3.8195 -3.2602 3.5334 0.0 -0.1 0.0
H 5.3252 3.4019 -3.3156 -0.1 -0.1 0.0
H 5.4276 -0.9266 1.1876 0.1 0.0 0.1
C 3.8027 0.5757 -7.1763 0.0 -0.2 0.0
H -1.9836 3.2757 -4.8003 -0.1 0.0 0.0
C 1.8934 -3.2131 -3.0195 0.1 0.0 0.2
H -4.2632 -1.4110 -0.3024 0.0 0.0 0.0
C 3.5848 1.9394 -7.0771 0.0 0.3 0.0
C -5.5518 -4.3291 0.8325 0.0 -0.1 0.0
C -1.3096 2.5096 -5.1895 0.0 0.1 0.2
H -1.5805 -5.3201 1.1785 0.0 0.0 0.0
H 3.4299 -1.5822 -4.0867 0.1 0.0 0.0
C 0.6499 -0.9088 3.1054 -0.4 0.2 0.0
Sb 0.6974 3.4786 -3.0587 -0.3 0.2 -0.4
C -5.0030 -4.3282 2.1053 0.0 0.0 0.0
H -0.6431 1.3869 5.1411 0.1 0.0 0.0
H -5.7380 -3.2671 -1.0222 0.0 0.0 0.0
C -4.5339 1.5573 1.9251 0.0 -0.3 0.4
H -1.5665 -2.8044 -3.0053 0.0 0.0 0.0
H -2.3501 -5.1704 -3.0377 0.0 0.0 0.0
C -2.0266 -5.4109 -0.9253 0.0 -0.1 0.0
H 4.2857 -0.0847 3.1288 0.1 0.0 0.1
S 3.1055 2.5594 -3.1326 0.7 0.3 -0.5
H 2.9624 -0.7710 1.2237 0.0 0.0 0.0
H -1.4864 1.5891 -4.6310 0.0 0.0 0.0
H 0.8002 2.1347 -5.4284 0.1 0.0 0.0
N 4.8856 0.5599 2.6029 0.1 0.0 0.0
H 3.1627 1.8927 0.0473 -0.1 0.1 0.0
H 1.7872 -5.3581 -2.9873 -0.1 0.0 0.0
C -0.3725 6.2134 -3.7725 0.0 -0.2 0.0
C 0.1526 2.9439 -5.0997 -0.1 -0.1 0.2
H -6.1851 -5.1486 0.5196 0.0 0.0 0.0
H 1.5940 5.6656 -4.5123 0.1 -0.1 0.0
C -1.2889 -1.6820 6.2676 0.0 -0.2 -0.2
H -0.9487 6.1497 -2.8474 -0.1 0.1 0.0
H 1.7799 -3.2997 0.7756 0.0 0.0 0.0
H -3.4695 -1.0564 6.5874 0.0 -0.1 0.0
C 1.0067 5.5793 -3.5965 0.2 -0.2 0.2
C -1.1460 -3.4853 0.1406 -0.2 0.0 0.0
C -3.9240 -2.2212 1.6545 0.2 0.0 0.0
C 1.8225 -4.4519 -2.3971 0.0 0.0 0.1
C -4.2076 -3.2698 2.5246 0.0 0.0 -0.1
C 4.3738 3.9125 -3.4667 -0.3 -0.2 0.5
H 2.2507 1.1365 2.7282 -0.1 0.0 0.0
H 1.8692 -3.1407 -4.0994 0.1 0.0 0.0
H 5.1272 5.3994 -2.0684 0.0 -0.1 0.0
H 5.5683 0.7502 0.6138 0.1 0.1 0.1
H 3.1523 3.5531 -5.7694 -0.1 0.0 -0.1
C 2.8377 1.7937 2.0800 0.1 0.0 -0.1
C -1.5746 -3.3958 -2.0965 0.0 0.1 -0.1
H 3.7250 5.9196 -2.9794 -0.1 0.0 0.0
H -7.4901 2.3664 3.3536 0.0 0.0 0.0
C -1.3129 -2.7344 5.1671 0.1 0.0 0.1
C -1.5844 -4.7933 0.2347 -0.1 -0.1 0.0
H -0.9470 5.7267 -4.5638 0.0 0.0 0.0
H 4.8599 2.5937 2.0513 0.1 -0.1 0.0
C -4.3159 0.3177 2.5348 0.0 0.1 -0.3
C 1.9704 -2.0725 -2.2297 0.3 -0.4 -0.3
In 0.2084 -0.3937 -0.1852 0.5 0.0 -0.1
H 1.7919 -5.4589 -0.4909 -0.1 0.0 0.0
H 4.3379 4.2649 -4.4913 -0.1 -0.2 0.1
C 3.5293 -0.0272 0.6566 0.2 0.3 -0.1
Br -2.6273 -7.2016 -0.8807 0.1 0.2 0.0
H 2.3665 2.7765 2.0870 0.0 0.0 0.0
C 2.1258 -0.6910 -2.8085 -0.7 0.4 0.6
H -1.5453 -3.1003 3.1113 -0.1 -0.1 0.1
C 1.0881 -1.2305 5.5253 0.1 0.2 0.2
H -1.7247 3.5203 2.9233 0.1 0.0 -0.1
N -2.4821 2.7538 1.3949 0.3 0.3 -0.5
H -0.7123 0.7251 2.7639 0.0 0.0 0.0
H -3.0516 0.6631 4.6448 0.1 0.0 0.0
H 4.2343 2.2706 3.6816 0.1 -0.1 0.0
O -2.3792 2.8314 2.7770 -0.2 -0.1 0.4
C -1.9240 -0.9570 3.5605 0.2 0.1 -0.3
N 1.0157 -1.2633 1.9446 -0.2 0.4 -0.6
H -3.6204 2.0366 -0.0608 0.1 0.0 0.1
C -2.5487 -0.9280 6.0418 -0.2 0.2 0.5
H -5.1927 -5.1533 2.7796 -0.1 0.0 0.0
C -0.1849 -0.6006 5.9685 -0.2 -0.1 -0.1
C 3.6645 -0.2222 -6.0622 0.0 0.1 -0.1
N 1.4417 0.2684 -2.3798 -0.1 0.5 0.3
N 1.9038 -2.1293 -0.8978 -0.3 -0.1 -0.1
C -5.6785 2.2921 2.2237 0.0 0.0 0.0
H -0.2781 7.2669 -4.0365 0.0 0.0 0.0
C 3.2405 1.7052 -4.6886 -0.1 -0.8 0.0
H 3.7897 -1.2945 -6.1560 0.0 0.0 0.0
H 4.0445 0.1314 -8.1319 0.0 0.0 0.0
C -3.5115 2.1197 1.0187 0.0 0.1 -0.2
N -1.1466 -2.7875 -0.9945 0.3 0.3 0.2
H -5.0949 -1.1272 3.9163 -0.1 0.0 0.0
```
Positions in Å, forces in eV/Å.

Summary:
Gap between HOMO and LUMO (spin up / spin down), eV: 5.6 / 6.4
ΔE to the lowest compared entry with this formula, charge and spin, eV: 4.289
HOMO energy (spin up / spin down), Ha: -0.394 / -0.398
LUMO level (spin up / spin down), eV: -5.083 / -4.388
Net charge: +2


# 2
The following is a quantum chemistry calculation of a 2-piece molecular cluster, C52H60F6N5 overall in a non-equilibrium geometry, from OMol25.

Geometry as XYZ:
```
123
Properties=species:S:1:pos:R:3:forces:R:3
H 2.9808 9.8014 5.5779 0.1 -0.4 0.0
H -6.6061 0.1144 0.8267 0.2 -0.1 -0.4
H -0.6375 -6.2382 -0.7762 0.0 0.2 0.1
C -0.7353 -4.2726 -2.8512 -0.2 -0.2 0.6
H -5.3599 -2.5018 -4.4588 -0.1 0.1 -0.1
C 2.6468 6.8934 3.9840 -0.7 0.7 0.4
C 0.4165 -2.6234 -4.2338 -0.1 0.5 -0.1
H 1.6145 -5.7604 -4.8210 0.0 0.2 0.1
H -5.1008 -2.5958 1.2968 0.2 0.0 0.0
F 3.7655 2.5802 -0.3075 -0.2 -0.3 -0.8
C 3.4145 4.5963 4.2095 0.0 0.3 0.0
H 4.1241 6.2081 5.4603 -0.5 -0.2 -0.4
C 5.1656 -1.9270 6.0280 0.2 0.2 -0.1
C 2.7745 -2.4202 6.2803 -0.1 0.6 0.1
C -4.0353 -0.7449 0.9741 0.2 0.3 -0.1
N 3.8108 -1.6692 5.5851 0.0 -0.3 -0.4
C 0.0174 -5.2794 -3.4612 0.2 0.1 -0.2
N -1.1541 -1.8881 -2.4829 -2.8 1.2 0.8
C 1.0203 -4.9657 -4.3744 -0.2 0.0 0.3
H -2.5535 1.3568 0.0612 0.7 0.0 0.0
C -4.2164 -0.4240 -1.5546 -0.9 -0.3 -0.2
C 1.2360 -3.6371 -4.7330 -0.2 0.0 -0.2
N -2.5105 -1.8371 -2.4768 2.1 -0.1 -0.2
C -1.6739 -0.1459 -1.1985 -1.2 2.2 2.0
H -1.7523 -1.2703 -5.2487 0.2 0.0 -0.1
H 3.1693 -3.4122 6.5357 -0.1 0.3 -0.1
H 2.9936 8.3267 6.5831 -0.1 0.1 -0.3
H -1.8101 -5.3892 0.2607 0.1 0.0 -0.2
H -3.4276 -2.5958 1.9203 -0.1 0.0 -0.1
H -3.5342 -5.9021 -1.5678 0.1 0.0 -0.1
C 0.4009 -1.2148 -4.8317 0.5 0.2 0.7
H -6.3917 -1.1817 -5.0621 0.2 -0.2 -0.1
C -4.5317 -0.5254 -4.1451 0.3 0.0 0.3
H -7.0293 -0.0742 -3.4482 0.2 0.0 0.4
C 2.8485 1.7400 3.3385 0.1 -0.6 0.6
C 2.7785 0.6998 -1.3947 -0.1 0.3 -0.1
H -8.0345 0.2270 -1.1976 0.3 0.1 0.0
H 2.4629 -1.9177 7.2085 -0.1 -0.2 0.0
C 2.5446 2.8954 2.5624 0.6 1.1 0.6
H 4.6646 -0.2666 -1.0204 0.1 0.0 0.1
C -2.8064 -5.6428 -2.3451 0.0 0.1 -0.2
H -4.9243 -1.6394 -5.9528 -0.1 0.0 0.1
H 2.0962 0.2348 6.3271 0.2 0.1 -0.5
F 2.5383 2.9745 -2.0849 0.8 -0.8 0.5
H -0.1720 -6.3223 -3.1872 0.1 0.4 -0.1
H 4.2638 8.5840 5.3643 -0.2 0.0 0.0
C 1.6671 -0.8239 -5.5921 0.0 0.0 0.1
C -6.3981 -0.1266 -2.5564 -0.2 0.0 0.4
H 5.3475 -1.4728 7.0184 0.0 -0.1 -0.2
C 3.3924 2.0627 -1.5319 0.4 0.9 -0.4
C 3.5267 -0.5148 4.8709 0.1 0.2 0.2
H -5.4985 -0.5240 2.5649 0.1 0.2 0.1
C 3.4875 5.9163 4.6108 0.2 -0.3 0.2
H -3.7324 -2.7466 0.1745 0.0 0.0 0.1
C -5.3559 -1.5246 -4.9522 0.0 -0.2 0.1
H -0.6300 1.2237 0.0217 -0.5 0.2 0.1
C 1.4075 0.5604 -1.5476 -0.5 -0.7 -0.1
H 1.7413 -1.3833 -6.5331 0.1 0.1 0.2
H 3.9690 3.8195 4.7552 -0.2 0.5 -0.3
H -4.5894 0.9741 2.2033 -0.1 -0.1 0.0
C 1.6531 -1.8211 -1.2391 -0.9 0.3 -0.1
H 1.9020 -2.5408 5.6234 0.2 0.0 0.2
C 2.6585 4.2182 3.0432 -0.3 -0.7 -0.3
H -0.7038 -1.5390 -6.6673 -0.1 0.1 0.2
H 1.4523 7.2898 2.1854 0.4 -0.3 0.2
N 2.3749 8.1152 4.5390 0.5 -1.0 -0.3
H -3.5133 -0.9136 -4.0923 -0.2 0.2 -0.2
F 4.5221 2.0459 -2.3018 -1.0 0.0 0.8
H 2.2977 2.7628 1.5089 0.0 0.1 0.2
H 1.6177 0.2458 -5.8380 0.0 -0.3 0.0
H 5.8791 -1.4901 5.3179 -0.1 -0.2 0.2
C -0.8123 -0.9729 -5.7303 -0.3 -0.2 -0.1
H 1.6688 2.3461 5.0581 0.1 -0.3 -0.1
H 0.7871 1.4259 -1.7580 0.1 -0.1 0.0
C 3.0025 -1.6358 -1.0211 0.2 -0.1 0.0
C -1.7610 -4.6800 -1.7875 0.0 0.5 0.0
H -3.9517 1.5623 -4.2919 -0.1 0.0 -0.1
C 3.5977 -0.3836 -1.1232 -0.2 -0.2 0.0
C -0.6183 -0.8692 -1.7202 0.7 -2.0 -1.4
C -6.9626 0.0603 -1.2984 0.1 0.1 0.0
H -5.5315 1.1856 -5.0224 0.2 0.0 0.0
C -6.1608 -0.0112 -0.1636 0.0 -0.1 -0.2
C -4.5229 -0.1161 2.2785 0.0 0.0 -0.1
H -3.3409 -5.1684 -3.1751 0.0 -0.2 0.1
H 0.6026 8.3623 3.4339 0.0 0.3 0.3
H 5.3283 -3.0065 6.1108 0.1 0.2 -0.1
H 4.0973 0.8859 1.7980 0.1 -0.1 0.3
H 1.2299 -2.8237 -1.1948 0.1 0.3 0.1
H -3.8134 -0.3501 3.0796 -0.1 0.0 -0.1
C 3.1979 8.7252 5.5739 0.2 -0.1 0.4
F 5.0527 -2.8418 -1.1944 -1.0 0.1 0.6
H 4.9693 -0.9427 3.2862 -0.5 0.2 0.1
C -0.4844 -2.9377 -3.1981 0.1 -0.9 -0.5
C 2.5839 0.4239 5.3631 0.1 -0.5 0.0
H -4.0311 0.7131 -5.8503 -0.1 0.0 0.1
C 3.7370 0.7566 2.8212 -0.2 0.4 0.1
H -0.8823 0.0933 -5.9815 0.0 -0.2 0.0
C -4.5083 0.8169 -4.8688 0.0 0.2 0.1
H 1.5556 4.9981 1.3367 0.1 0.2 0.4
F 3.2131 -4.0094 -0.8613 0.7 1.2 0.3
C -1.0811 -5.2587 -0.5487 0.1 0.0 0.0
H 2.0354 -3.3976 -5.4365 -0.4 0.0 0.1
C 2.3232 1.5724 4.6506 0.1 0.4 -0.6
C -4.0720 -2.2657 1.0987 -0.1 -0.2 -0.2
H -2.2895 -3.7633 -1.5063 0.1 -0.4 0.1
H -2.3310 -6.5638 -2.7039 -0.2 0.1 0.0
F 4.0467 -2.7865 0.7722 -0.1 0.0 -1.2
C 0.8032 -0.7203 -1.5041 1.3 0.3 0.2
C 1.0901 8.7614 4.3254 -0.3 0.2 -0.3
H -0.2916 -4.5863 -0.1890 -0.1 -0.2 0.0
N -2.8269 -0.7533 -1.7256 1.0 -0.7 0.0
C -5.0369 -0.3766 -2.7020 0.2 0.3 -0.6
C -4.7992 -0.3124 -0.2692 0.1 -0.3 0.1
C 4.1846 -0.2610 3.6318 -0.2 -0.3 0.1
H -3.0010 -0.4291 0.8291 0.0 -0.2 0.2
H 0.3252 -0.5361 -3.9703 0.0 0.0 -0.3
H 1.2395 9.8398 4.1970 -0.1 -0.2 0.0
C 2.0319 5.2577 2.2881 0.2 0.3 0.1
H 0.4056 8.5968 5.1761 0.4 0.0 -0.2
C -1.6234 0.8714 -0.2449 -0.2 -0.6 -1.3
H 2.5701 -0.9828 -4.9912 -0.1 -0.1 -0.2
C 3.8280 -2.8130 -0.5888 0.5 -1.1 0.2
C 2.0008 6.5396 2.7583 -0.4 -0.4 -0.4
```
Positions in Å, forces in eV/Å.

Summary:
Gap between HOMO and LUMO, eV: 3.7
HOMO energy, Ha: -0.295
LUMO level, eV: -4.375
Net charge: +1


# 3
The following is a quantum chemistry calculation of C52H61As3CoN6S2 as an isolated structure in a non-equilibrium geometry, from OMol25.

Geometry as XYZ:
```
125
Properties=species:S:1:pos:R:3:forces:R:3
H -1.6900 -0.0927 -3.2565 0.0 0.0 0.0
H 2.8073 5.5938 -4.8451 0.0 0.0 0.0
H -2.0701 2.5656 5.1062 0.0 0.0 0.0
H 1.5530 4.4981 3.0279 0.0 0.0 0.0
C -2.8162 2.9729 4.4369 0.0 0.1 -0.1
C 1.3485 0.2130 -3.0342 0.1 0.2 -0.1
C 1.0663 4.8844 2.1417 0.0 0.0 0.0
H 2.9437 -5.6237 -4.6727 0.0 0.0 0.0
H 1.7792 2.3894 -6.4475 0.0 0.0 0.0
H 3.7249 -5.4597 -6.2453 0.0 0.0 0.0
H 4.6981 -1.8372 1.7858 -0.1 0.0 0.0
H -0.1744 2.2120 -0.9503 0.0 0.0 0.0
C 2.2922 4.9302 -4.1515 0.0 -0.1 0.0
Co 0.3239 -0.9117 -0.5441 0.7 0.2 -0.3
C 0.5718 -3.2646 -2.5138 0.1 -0.1 0.0
N 0.6449 0.6190 -1.9581 -0.2 -0.7 0.9
C 1.9866 -2.6747 1.0518 0.0 -0.4 0.1
H 0.6332 0.2733 3.4488 0.1 0.0 0.0
H -5.5218 4.3636 2.0664 0.0 0.0 0.0
H 1.2545 5.2643 -4.0935 0.0 0.0 0.0
H -0.6696 -2.8448 4.0646 0.0 0.0 0.0
H -3.2889 3.8320 1.1945 -0.1 0.0 0.0
H -4.2841 3.1687 5.9843 0.0 0.0 0.0
H 0.3084 -4.0148 -6.8337 0.0 0.0 0.0
H -4.0495 0.8516 -0.8646 0.0 -0.1 0.0
C 0.4117 3.3121 4.9214 0.0 0.0 0.0
C -4.0715 3.2993 4.9308 -0.1 0.0 0.0
H 3.2107 -3.5085 -7.7322 0.0 0.0 0.0
H 2.1354 -2.2144 -7.2180 0.0 0.0 0.0
C 0.9718 2.8868 -2.6296 0.0 0.0 -0.1
H 1.3013 3.8453 6.7946 0.0 0.0 0.0
C 0.1560 -3.8955 0.6913 0.1 -0.2 0.2
H 0.7057 -5.4670 -5.8980 0.0 0.0 0.0
C 2.2556 -3.9146 -5.8550 0.1 -0.1 -0.1
N 2.2012 2.0455 0.5360 0.1 0.0 0.0
H -0.6304 6.3141 -1.0150 0.0 0.0 0.0
N -1.0810 -4.2474 0.2796 0.1 0.1 -0.1
C 1.1160 -4.6881 -6.5404 0.0 0.1 0.0
C 3.9414 -1.1476 1.4497 0.0 -0.1 0.0
C 2.4574 -3.8637 1.4825 0.0 0.0 0.0
S 4.2633 0.5419 1.3774 -0.3 0.0 0.0
C -0.0633 4.2525 1.6257 0.0 -0.1 0.1
C -2.5169 3.1710 3.0916 0.0 -0.1 0.1
H 4.0386 2.1836 -5.3271 0.0 0.0 0.0
S 1.2502 -5.0796 1.3328 -0.2 0.2 -0.1
H 2.0879 4.1088 -6.7106 0.0 0.0 0.0
C -3.5036 3.6709 2.2446 0.1 0.0 0.0
H -6.0389 4.0164 4.4583 0.0 0.0 0.0
C -5.2641 -3.5650 1.0425 -0.1 0.0 0.1
H 4.1747 -4.3748 -4.9260 0.0 0.0 0.0
C 0.2350 2.3138 3.9636 0.0 0.1 0.0
N 0.6693 -2.6900 0.5996 -0.2 0.8 -0.6
C 1.7157 -3.2065 -4.6263 -0.1 0.0 0.1
H 2.7589 5.0456 -3.1705 0.0 0.0 0.0
H 2.0117 -0.1612 5.4636 0.0 0.0 0.0
H -4.2831 -3.2335 2.9086 -0.1 0.0 0.0
H 1.3559 7.4443 -0.0617 0.0 0.0 0.0
H 0.0284 -3.8049 -1.7522 0.0 0.0 0.0
H 2.4358 6.5233 1.9628 0.0 0.0 0.0
C -4.2999 -2.4795 -0.8628 0.1 0.1 -0.1
C 0.9637 6.5498 0.4043 0.0 0.0 0.0
H 2.5075 0.7679 -4.7312 0.0 0.0 0.0
H -2.2750 -2.5841 4.7489 0.0 0.0 0.0
H -2.1522 -1.7926 -3.1247 0.0 0.0 0.0
H 4.4120 3.1459 -3.8883 0.0 0.0 0.0
C -3.0389 0.9716 -0.4777 0.3 0.1 0.1
C 1.9273 1.1273 -3.8943 0.0 -0.1 0.0
H -3.3905 -0.5121 -3.0365 0.0 0.0 0.1
As -2.0443 -0.6614 -0.8500 -0.5 -0.1 -0.2
As -2.0352 -1.2836 2.5613 -0.1 0.0 0.0
H -3.8637 0.4465 3.0402 0.1 0.0 0.0
C -3.3114 -1.9096 -0.0593 0.0 -0.1 0.2
C 1.6724 3.3839 -6.0101 0.0 0.0 0.1
H 4.3564 3.9057 -5.4822 0.0 0.0 0.0
H -0.0595 4.2787 4.7871 0.0 0.0 0.0
H -1.4389 -5.1515 0.5380 0.0 0.0 0.0
C 0.4488 1.9241 -1.7895 -0.2 0.0 0.0
H -2.9591 0.0473 4.5067 0.0 0.0 0.0
H 0.8538 -4.9797 -3.7288 0.0 0.0 0.0
C 2.6784 -1.4009 1.0489 0.3 0.1 0.2
H -6.0270 -4.1961 1.4800 0.0 0.0 0.0
As -0.8122 2.5747 2.3459 0.1 0.0 -0.2
C -0.1474 5.9145 -0.1320 0.0 0.0 -0.1
C -5.2792 -3.2903 -0.3153 0.0 -0.1 -0.1
N 1.9452 -0.2921 0.6477 -0.2 -0.2 -0.3
H 2.7620 2.8272 0.8320 -0.1 0.1 0.0
H 3.7325 -2.4207 -6.4538 0.0 0.0 0.0
H -4.1990 -1.0663 3.9032 0.0 0.0 0.0
H 2.3483 -1.2328 -5.1597 0.0 0.0 0.0
C 1.5704 6.0300 1.5380 0.1 0.0 0.0
H -2.5558 1.8209 -0.9598 0.0 0.0 0.0
C 3.3397 -4.9037 -5.3896 0.0 0.1 0.0
H -1.5015 4.2652 0.0269 0.0 0.0 0.0
H 0.6081 3.5967 -5.8931 0.0 0.0 0.0
H 2.3553 1.6345 7.1286 0.0 0.0 0.0
C 1.1727 3.0660 6.0543 0.0 0.1 0.0
C -4.2836 -3.0095 1.8478 0.1 0.0 0.0
H 0.7585 3.9256 -2.4236 0.0 0.0 0.0
H 1.2038 2.1802 0.5701 -0.1 0.1 0.1
C 1.7607 1.8215 6.2439 0.0 -0.1 0.0
C 2.8672 -2.9445 -6.8657 0.0 0.0 0.1
H 3.4235 -4.1090 1.8925 0.0 0.1 0.0
C 2.6497 0.8081 0.7993 0.4 -0.1 0.1
C -2.3726 -0.7873 -2.7674 0.0 -0.1 0.0
C 1.8562 -1.8395 -4.4149 0.1 0.1 0.0
C 1.5697 0.8155 5.3077 0.0 0.0 0.1
C 1.0332 -3.9179 -3.6363 0.0 0.1 0.0
N 0.7494 -1.9567 -2.3087 -0.1 -0.1 0.3
H -2.0562 -3.7261 3.4110 0.0 0.0 0.0
C 3.8908 3.1519 -4.8477 -0.1 0.0 0.1
C 1.7691 2.5015 -3.7027 -0.1 0.0 0.1
C 1.3609 -1.2472 -3.2622 -0.1 -0.1 -0.1
C -1.7306 -2.7724 3.8253 0.1 0.0 -0.1
H -4.3192 -2.2769 -1.9266 0.0 0.0 0.0
H 1.4972 -5.1718 -7.4400 0.0 0.0 0.0
C 0.8056 1.0615 4.1744 0.0 0.0 -0.1
C -0.6447 4.7656 0.4662 0.0 -0.1 0.0
H -1.7628 -3.5125 0.1476 -0.1 0.0 0.1
C 2.4035 3.4910 -4.6603 0.1 0.1 -0.1
C -4.7637 3.9772 2.7354 0.0 0.0 0.0
C -3.4156 -0.3679 3.6093 -0.1 0.0 0.0
C -3.3020 -2.1684 1.3244 -0.1 0.1 -0.1
H -6.0576 -3.7018 -0.9441 0.0 0.0 0.0
H -3.0779 1.1353 0.5963 0.0 0.0 0.1
C -5.0517 3.7874 4.0797 0.0 0.0 0.0
```
Positions in Å, forces in eV/Å.

Summary:
Gap between HOMO and LUMO (spin up / spin down), eV: 7.1 / 7.3
⟨S²⟩: 0.77
ΔE to the lowest compared entry with this formula, charge and spin, eV: 0.000
HOMO energy (spin up / spin down), Ha: -0.453 / -0.453
LUMO level (spin up / spin down), eV: -5.234 / -4.991
Net charge: +2
2S+1: 2


| no. | electronic energy (hartree) |
| --- | --- |
| 1 | -6273.993727 |
| 2 | -2890.179900 |
| 3 | -11232.742624 |